C29H45F3N6O4S | ωB97M-V/def2-TZVPD

```
! wB97M-V def2-TZVPD RIJCOSX def2/J DEFGRID3
* xyz 0 1
C -2.5140 4.0572 -1.9989
C -1.2830 4.4209 -2.8983
N -0.0079 4.4292 -2.1932
C 0.5320 3.1479 -1.8944
C -0.0642 1.9411 -2.1936
C 0.4985 0.7153 -1.8739
C -0.2289 -0.5895 -2.2108
C -1.5379 -0.6131 -1.3602
C -1.2889 -0.8550 0.1098
F -0.5789 -1.9753 0.3758
F -2.5143 -1.0501 0.7045
F -0.7350 0.1706 0.7695
C 1.7110 0.6883 -1.2259
C 2.3125 1.8956 -0.9057
C 1.7615 3.1174 -1.2050
N 2.4228 4.3255 -0.8361
C 2.8020 4.3505 0.5338
C 2.4860 5.4004 1.3802
C 2.8553 5.3741 2.7077
C 3.5799 4.3319 3.2515
C 3.9036 3.2815 2.4068
C 3.5167 3.3057 1.0907
S 3.8772 1.9575 -0.0317
H -3.3523 4.7428 -2.1626
H -2.8814 3.0525 -2.2506
H -2.2027 4.0091 -0.9475
H -1.4846 5.4143 -3.3215
H -1.2657 3.7385 -3.7533
H -0.0776 4.9878 -1.3488
H -1.0225 1.9055 -2.7106
H -0.4852 -0.5476 -3.2734
H 0.4275 -1.4272 -1.9566
H -2.1341 -1.4518 -1.7380
H -2.0428 0.3379 -1.4773
H 2.2348 -0.2245 -0.9480
H 1.8193 5.1261 -0.9749
H 1.9350 6.2639 1.0031
H 2.5717 6.1942 3.3668
H 3.8799 4.2758 4.2987
H 4.4487 2.4191 2.7895
C -6.9703 1.5001 -1.0641
N -5.5551 1.3998 -1.3697
C -4.9581 0.6978 -2.3637
C -5.8407 -0.0948 -3.2945
O -3.7400 0.7184 -2.4858
H -7.2731 2.5468 -1.1202
H -7.1412 1.1403 -0.0484
H -7.5705 0.9176 -1.7547
H -4.9041 1.9044 -0.7873
H -5.2177 -0.5966 -4.0295
H -6.3991 -0.8487 -2.7380
H -6.5313 0.5674 -3.8181
C -0.8711 -4.4986 1.8194
N -0.3634 -5.5610 2.6719
C 0.3170 -6.6796 2.3089
C 0.6001 -6.8775 0.8384
O 0.6794 -7.4849 3.1515
H -0.4210 -3.5573 2.1278
H -1.9528 -4.4314 1.9504
H -0.6477 -4.6760 0.7733
H -0.5178 -5.4914 3.6653
H 1.1461 -7.8073 0.7072
H -0.3334 -6.9392 0.2770
H 1.2102 -6.0580 0.4555
C 0.3571 -5.9353 -4.6188
N 0.3033 -4.5497 -5.0463
C -0.5732 -3.5827 -4.6640
C -1.6425 -3.9618 -3.6672
O -0.4842 -2.4547 -5.1189
H 1.3278 -6.1296 -4.1593
H 0.2477 -6.5824 -5.4909
H -0.4272 -6.1640 -3.9051
H 0.9889 -4.2279 -5.7116
H -2.2586 -3.0900 -3.4640
H -2.2782 -4.7502 -4.0725
H -1.1898 -4.2943 -2.7313
C 5.5900 -0.0161 6.4522
N 5.5238 1.3558 5.9830
C 4.6377 2.3223 6.3322
C 3.5683 1.9660 7.3343
O 4.7195 3.4386 5.8393
H 6.5608 -0.1858 6.9207
H 5.4907 -0.6893 5.5993
H 4.8054 -0.2313 7.1694
H 6.2091 1.6642 5.3106
H 2.9433 2.8371 7.5078
H 2.9424 1.1594 6.9505
H 4.0198 1.6673 8.2813
*
```

Values from the calculation:
* structure (SMILES): CCNc1cc(CCC(F)(F)F)cc2c1Nc1ccccc1S2.CNC(C)=O.CNC(C)=O.CNC(C)=O.CNC(C)=O
* orbital gap: 7.7 eV
* HOMO: -7.33 eV
* energy relative to the best compared isomer or geometry (same formula, charge and spin): 0.00 kJ/mol
* E_LUMO: 0.0146 hartree

=====

C11H10AlClN | ωB97M-V/def2-TZVPD

```
! wB97M-V def2-TZVPD RIJCOSX def2/J DEFGRID3
* xyz -1 1
C -1.5844 -0.7530 -1.5715
C -0.3412 -1.3735 -1.8316
C 0.5704 -0.3621 -2.2158
H -0.1284 -2.4269 -1.7573
C -0.1000 0.8798 -2.1559
C -1.4347 0.6312 -1.7671
H -2.1887 1.3781 -1.5835
H -2.4715 -1.2447 -1.2101
H 1.6120 -0.5056 -2.4441
H 0.3333 1.8453 -2.3571
Al 0.0000 0.0000 0.0000
Cl -1.4999 0.2211 1.6339
C 4.9560 -1.5054 2.0044
C 5.5291 -0.6305 1.0602
C 5.7012 -1.3416 -0.1443
H 5.7921 0.4082 1.2304
C 5.2343 -2.6560 0.0556
C 4.7739 -2.7573 1.3836
H 4.3527 -3.6435 1.8466
H 4.6992 -1.2585 3.0291
H 6.1199 -0.9463 -1.0639
H 5.2304 -3.4506 -0.6831
N -2.9497 1.2733 0.5580
C -1.8092 0.7809 0.3422
*
```

Values from the calculation:
* orbital gap (alpha / beta): 3.8 / 3.8 eV
* HOMO (alpha / beta): -2.50 / -2.50 eV
* energy relative to the best compared isomer or geometry (same formula, charge and spin): 1080.27 kJ/mol
* E_LUMO (alpha / beta): 0.0470 / 0.0467 hartree

=====

C3H4N4O2 | ωB97M-V/def2-TZVPD

```
! wB97M-V def2-TZVPD RIJCOSX def2/J DEFGRID3
* xyz 0 1
N 2.0202 -0.9576 -0.4455
C 0.8849 -0.3168 -0.2168
N -0.2879 -0.7922 -0.5111
C -1.1301 0.1151 -0.0093
N -2.6607 -0.0005 -0.0475
O -3.1376 -0.5027 0.9315
O -3.1930 0.3638 -1.0667
N -0.6792 1.0727 0.6735
C 0.7600 0.9429 0.5774
H 2.9578 -0.7042 -0.2750
H 2.0061 -1.7569 -0.9762
H 1.1807 0.7871 1.5682
H 1.2789 1.7493 -0.2025
*
```

Values from the calculation:
* structure (SMILES): NC1=NC([N+](=O)[O-])=NC1
* orbital gap: 10.1 eV
* HOMO: -9.70 eV
* energy relative to the best compared isomer or geometry (same formula, charge and spin): 347.72 kJ/mol
* E_LUMO: 0.0128 hartree